# 1
24
Properties=species:S:1:pos:R:3 method="wB97M-V/def2-TZVPD" relative_energy_kcal_mol=36.4 homo_ev=-0.09 largest_force_ha_per_bohr=0.07349 total_energy_ev=-27932.8366 total_charge=-2
C 0.311 0.933 0.946
C -1.092 1.516 0.887
S -1.921 1.633 2.498
N 1.038 1.576 -0.194
C 2.036 0.836 -0.899
O 2.071 -0.421 -0.879
O 2.846 1.621 -1.467
H 0.857 1.074 1.868
H 0.299 -0.171 0.809
H -1.795 1.286 0.059
H -1.120 2.536 0.466
H 0.869 2.524 -0.454
H -1.970 -1.899 1.168
H -2.446 -0.864 2.155
O -2.761 -1.651 1.660
H 2.236 -1.247 0.883
H 1.963 -2.647 0.888
O 2.127 -1.962 1.551
H -2.227 -0.164 -1.465
H -2.056 1.123 -2.483
O -2.606 0.602 -1.894
H 0.889 -1.334 -2.081
H 1.609 -2.583 -1.748
O 0.843 -2.315 -2.275


# 2
19
Properties=species:S:1:pos:R:3 method="wB97M-V/def2-TZVPD" relative_energy_kcal_mol=62.5 homo_ev=-14.91 largest_force_ha_per_bohr=0.11718 total_energy_ev=-15173.8986 total_charge=+2
C -1.426 1.917 0.933
C -0.806 0.470 1.095
P 0.754 0.405 0.045
C 2.147 0.034 1.229
Nb 0.400 -1.434 -1.689
H -2.232 1.837 0.161
H -0.674 2.589 0.512
H -1.793 2.325 1.873
H -0.565 0.246 2.136
H -1.534 -0.314 0.782
H 2.938 0.767 1.048
H 2.518 -0.989 1.170
H 1.821 0.199 2.261
H -0.374 -2.460 -0.379
H -1.293 -0.721 -1.965
H 0.986 -0.297 -3.015
H 2.037 -2.127 -1.408
H -0.053 -2.738 -2.880
Y -2.872 0.282 -1.939


# 3
20
Properties=species:S:1:pos:R:3 method="wB97M-V/def2-TZVPD" relative_energy_kcal_mol=13.7 homo_ev=-3.87 largest_force_ha_per_bohr=0.03162 total_energy_ev=-11512.4413 total_charge=-1
C 0.226 0.013 -0.382
O 0.487 1.363 -0.414
C -1.192 -0.569 -0.571
C -1.120 -2.072 -0.332
H 0.597 -0.382 0.603
H 0.905 -0.477 -1.105
H -1.516 -0.301 -1.580
H -1.872 -0.072 0.127
H -0.626 -2.323 0.602
H -0.544 -2.509 -1.155
H -2.115 -2.509 -0.451
H 0.565 1.841 1.148
H -0.302 2.959 1.695
O 0.200 2.208 2.024
H 0.857 0.089 3.052
H 1.249 -0.605 1.801
O 1.553 -0.490 2.715
H 0.132 1.185 -2.619
H 1.513 1.307 -2.163
O 1.004 1.344 -2.994


# 4
21
Properties=species:S:1:pos:R:3 method="wB97M-V/def2-TZVPD" relative_energy_kcal_mol=20.7 homo_ev=-8.60 largest_force_ha_per_bohr=0.02171 total_energy_ev=-10412.8928 total_charge=0
C -1.423 1.661 -0.529
C -0.711 0.367 -0.899
C -1.059 -0.787 0.008
N -0.226 -1.922 -0.337
N -0.866 2.803 -1.268
H -2.508 1.561 -0.622
H -1.201 1.830 0.535
H -0.892 0.056 -1.927
H 0.353 0.584 -0.813
H -2.095 -1.077 -0.158
H -0.991 -0.544 1.082
H 0.761 -1.699 -0.390
H -0.383 -2.817 0.080
H -0.709 3.580 -0.645
H -1.500 3.136 -1.976
H 4.424 0.760 -0.238
H 3.159 1.439 -0.728
O 3.545 0.565 -0.581
H -0.743 -2.879 3.342
H 0.054 -1.644 2.822
O 0.112 -2.593 2.990